# 1
Formula: C3H4N2S2
Source: OMol25
Level of theory: ωB97M-V/def2-TZVPD

Properties
Relative energy (zero: lowest compared OMol25 entry of this formula, charge and spin): 442.9 kJ/mol
Maximum force: 3.7 eV/A
LUMO energy: -1.39 eV
SMILES string: C=N/N=C\C(=S)S
E_HOMO: -9.06 eV
Total charge: 0

The geometry in XYZ format:
```
11
Properties=species:S:1:pos:R:3:nbo_charge:R:1
C 1.087 -1.410 -1.582 -0.08
N 0.008 -0.817 -1.277 -0.27
N -0.467 0.559 -1.464 -0.19
C -0.611 1.214 -0.341 -0.04
C -0.448 0.883 1.132 -0.29
S -0.090 2.205 2.101 0.07
S -1.087 -0.802 1.787 0.03
H 2.041 -0.973 -1.814 0.17
H 1.118 -2.394 -1.035 0.19
H -0.813 2.341 -0.685 0.25
H -0.738 -0.808 3.178 0.17
```



# 2
Formula: C12H25IN3O2
Source: OMol25
Level of theory: ωB97M-V/def2-TZVPD

Properties
Relative energy (zero: lowest compared OMol25 entry of this formula, charge and spin): 278.0 kJ/mol
Maximum force: 4.4 eV/A
LUMO energy: -4.94 eV
E_HOMO: -11.42 eV
Total charge: +1

The geometry in XYZ format:
```
43
Properties=species:S:1:pos:R:3:nbo_charge:R:1
C -0.466 -0.831 -0.338 -0.41
C -0.222 0.605 -0.720 -0.25
C -0.865 1.368 -2.021 -0.31
N -2.209 2.022 -1.784 -0.67
C -3.149 1.160 -0.972 0.79
N -3.497 -0.127 -1.363 -0.69
N -3.837 1.650 0.319 -0.85
I -2.474 2.028 1.817 0.45
H -0.176 -1.762 -0.985 0.26
H -0.930 -0.999 0.740 0.22
H 0.524 1.193 0.003 0.25
H -0.836 0.651 -2.967 0.21
H -0.112 2.254 -2.291 0.25
H -2.654 2.082 -2.747 0.41
H -3.219 -0.568 -2.275 0.45
H -4.141 -0.692 -0.751 0.46
H -4.250 2.577 0.062 0.42
C 2.457 -3.779 -4.614 -0.43
C 1.012 -4.153 -4.817 -0.43
C 0.426 -3.914 -3.443 -0.07
O 1.183 -2.852 -2.847 -0.56
C 2.351 -2.620 -3.647 -0.07
H 2.977 -3.517 -5.538 0.23
H 2.993 -4.611 -4.142 0.21
H 0.551 -3.473 -5.543 0.20
H 0.868 -5.178 -5.170 0.23
H 0.532 -4.799 -2.806 0.17
H -0.631 -3.636 -3.480 0.17
H 2.209 -1.673 -4.178 0.16
H 3.229 -2.531 -3.001 0.19
C 0.807 2.282 6.340 -0.43
C 1.845 3.117 5.634 -0.43
C 1.595 2.772 4.182 -0.07
O 0.197 2.473 4.060 -0.56
C -0.358 2.345 5.376 -0.07
H 0.555 2.647 7.338 0.23
H 1.161 1.249 6.431 0.21
H 1.644 4.181 5.805 0.21
H 2.869 2.906 5.952 0.23
H 2.155 1.879 3.883 0.17
H 1.856 3.591 3.506 0.19
H -0.980 3.227 5.563 0.17
H -0.991 1.455 5.425 0.18
```



# 3
Formula: C30H45MgNO2P2
Source: OMol25
Level of theory: ωB97M-V/def2-TZVPD

Properties
Relative energy (zero: lowest compared OMol25 entry of this formula, charge and spin): 457.8 kJ/mol
Maximum force: 4.5 eV/A
LUMO energy: -0.01 eV
E_HOMO: -5.54 eV
Total charge: 0

The geometry in XYZ format:
```
81
Properties=species:S:1:pos:R:3:mulliken_charge:R:1
P 0.037 -2.083 -5.244 1.40
P -0.162 1.715 -4.572 1.20
C -0.316 -0.658 -6.344 -1.19
C 0.408 0.649 -5.945 -1.22
H -1.403 -0.511 -6.439 0.39
H 0.056 -1.009 -7.319 0.61
H 1.486 0.469 -5.788 0.40
H 0.345 1.319 -6.822 0.67
C -1.611 2.646 -5.151 -1.75
H -1.890 3.433 -4.437 0.40
H -2.481 1.986 -5.291 0.38
H -1.367 3.114 -6.116 0.50
C 1.136 2.992 -4.502 -1.59
H 0.971 3.705 -5.318 0.44
H 2.123 2.527 -4.618 0.40
H 1.110 3.535 -3.549 0.40
C -1.207 -3.333 -5.655 -1.47
H -1.285 -4.034 -4.812 0.31
H -0.892 -3.870 -6.561 0.44
H -2.188 -2.859 -5.813 0.34
C 1.648 -2.671 -5.883 -1.34
H 2.390 -1.856 -5.902 0.31
H 1.501 -3.059 -6.901 0.47
H 2.028 -3.471 -5.230 0.34
Mg 0.096 0.295 1.601 0.55
C 0.007 1.133 -2.805 0.66
C -1.360 0.812 -3.164 -1.49
C -1.908 -0.561 -3.274 0.34
C -1.602 -1.531 -2.104 -0.81
C -0.602 -2.593 -2.429 -0.28
C 0.713 -2.397 -2.663 -0.51
C 1.396 -1.088 -2.984 0.57
C 1.014 0.151 -2.172 -1.13
C 0.947 -1.472 2.004 -1.26
H 0.116 2.090 -2.275 0.94
H -2.138 1.560 -2.946 0.49
H -1.554 -1.027 -4.224 -1.15
H -3.006 -0.495 -3.410 0.63
H -1.322 -0.953 -1.204 -0.11
H -2.551 -2.035 -1.874 0.50
H -0.976 -3.608 -2.314 0.61
H 1.387 -3.262 -2.588 0.33
H 1.261 -0.800 -4.053 -0.97
H 2.485 -1.265 -2.885 0.47
H 0.684 -0.137 -1.157 -0.51
H 1.940 0.730 -2.021 0.59
H 1.728 -1.420 2.772 0.26
H 1.341 -1.887 1.063 0.43
H 0.132 -2.115 2.367 0.22
C 3.759 0.984 5.977 -1.65
C 2.630 -0.015 5.942 0.83
C 2.935 -1.371 5.984 -0.95
C 1.940 -2.348 5.916 -0.80
C 0.621 -1.957 5.746 -0.83
C 0.297 -0.592 5.658 -0.02
N -0.963 -0.304 5.178 0.03
C -1.784 0.804 5.449 -0.59
C -2.199 1.168 6.735 -0.41
C -3.005 2.290 6.892 -0.44
C -3.406 3.031 5.775 -0.47
C -2.986 2.674 4.488 -0.80
C -2.172 1.556 4.339 0.75
C -1.386 1.160 3.145 1.60
O -1.706 0.116 2.453 -0.86
O -0.312 1.822 2.845 -0.85
C 1.295 0.406 5.840 1.33
C 0.948 1.851 5.813 -0.96
H 3.794 1.601 5.069 0.31
H 3.703 1.661 6.839 0.37
H 4.715 0.453 6.047 0.38
H 3.984 -1.655 6.077 0.28
H 2.196 -3.402 5.993 0.38
H -0.186 -2.685 5.655 0.47
H -1.437 -1.052 4.676 0.29
H -1.872 0.548 7.577 0.43
H -3.305 2.596 7.898 0.38
H -4.050 3.905 5.913 0.37
H -3.286 3.230 3.600 0.46
H 0.666 2.188 4.806 0.14
H 0.114 2.076 6.488 0.22
H 1.794 2.462 6.139 0.45
```



# 4
Formula: C21H37AsCrN2O10SSi4
Source: OMol25
Level of theory: ωB97M-V/def2-TZVPD

Properties
Relative energy (zero: lowest compared OMol25 entry of this formula, charge and spin): 60.1 kJ/mol
Spin multiplicity: 4
Maximum force: 1.2 eV/A
LUMO energy (alpha / beta): 2.26 / 2.40 eV
E_HOMO (alpha / beta): -5.92 / -5.18 eV
Total charge: -1

The geometry in XYZ format:
```
77
Properties=species:S:1:pos:R:3:mulliken_charge:R:1
Cr 0.521 -1.445 -0.137 -0.03
C 2.411 -0.599 3.285 -0.98
C 1.325 -1.583 3.056 -0.06
N 0.658 -1.845 1.946 0.40
C -0.252 -2.842 2.250 0.24
C -0.157 -3.158 3.561 0.08
N 0.847 -2.362 4.037 0.06
C -0.863 -4.074 4.508 0.53
O -1.823 -4.823 4.037 -0.55
O -0.527 -4.064 5.670 -0.65
C -1.068 -3.408 1.125 0.47
O -1.837 -4.341 1.320 -0.90
O -0.850 -2.846 0.004 -0.56
H 3.053 -0.527 2.414 0.08
H 3.010 -0.902 4.144 0.44
H 1.983 0.383 3.487 0.10
H 1.132 -2.360 5.004 0.27
H -1.974 -4.671 3.040 0.42
O 1.047 1.084 -3.039 -0.41
As 1.332 -0.652 -3.266 0.93
O 0.956 -1.010 -4.821 -0.82
O 0.366 -1.425 -2.100 0.41
C 3.276 -0.571 -3.134 -0.73
C 3.901 -0.352 -4.348 -0.82
C 5.280 -0.183 -4.385 -0.52
C 6.038 -0.231 -3.220 -0.60
C 5.426 -0.461 -1.996 -0.32
C 4.051 -0.630 -1.966 0.43
S 3.250 -1.056 -0.468 1.62
O 2.092 -0.104 -0.360 -0.88
O 4.198 -0.936 0.609 -0.89
O 2.679 -2.384 -0.699 -0.76
H 0.453 1.324 -3.764 0.22
H 3.297 -0.323 -5.244 0.52
H 5.770 -0.013 -5.336 0.39
H 7.113 -0.096 -3.266 0.37
H 5.990 -0.514 -1.071 0.51
C -1.969 0.602 -3.784 -1.23
Si -2.460 0.423 -1.994 0.71
C -3.802 1.727 -1.776 -1.14
C -3.274 -1.256 -1.843 -1.09
Si -0.946 0.565 -0.209 1.15
Si -2.433 0.480 1.644 0.36
C -3.510 -1.056 1.617 -1.18
C -1.607 0.532 3.334 -1.02
C -3.660 1.906 1.792 -1.20
Si 0.210 2.600 -0.002 0.83
C -1.015 4.021 -0.053 -1.01
C 1.044 2.649 1.675 -0.89
C 1.564 3.090 -1.178 -0.86
H -2.868 0.368 -4.359 0.41
H -1.182 -0.085 -4.106 0.33
H -1.673 1.631 -4.032 0.21
H -4.399 1.804 -2.698 0.38
H -3.383 2.719 -1.552 0.24
H -4.482 1.460 -0.956 0.27
H -3.701 -1.573 -2.803 0.47
H -4.076 -1.238 -1.095 0.30
H -2.542 -2.010 -1.532 0.07
H -3.032 -1.924 1.151 0.31
H -4.423 -0.858 1.043 0.38
H -3.800 -1.330 2.638 0.41
H -0.726 -0.108 3.413 -0.03
H -2.334 0.200 4.086 0.45
H -1.302 1.554 3.584 0.39
H -4.348 1.957 0.944 0.26
H -3.152 2.871 1.867 0.28
H -4.256 1.770 2.707 0.36
H -1.770 3.930 0.732 0.20
H -1.544 4.058 -1.016 0.21
H -0.488 4.976 0.084 0.36
H 0.392 2.294 2.479 0.05
H 1.367 3.669 1.913 0.50
H 1.932 2.007 1.636 0.08
H 1.197 3.276 -2.191 0.19
H 2.316 2.301 -1.248 0.01
H 2.033 4.001 -0.788 0.44
```



# 5
Formula: C4H12
Source: OMol25
Level of theory: ωB97M-V/def2-TZVPD

Properties
Relative energy (zero: lowest compared OMol25 entry of this formula, charge and spin): 176.7 kJ/mol
Maximum force: 4.3 eV/A
LUMO energy: 1.09 eV
SMILES string: CC.CC
E_HOMO: -11.20 eV
Total charge: 0

The geometry in XYZ format:
```
16
Properties=species:S:1:pos:R:3:nbo_charge:R:1
C 1.558 -0.480 -1.299 -0.61
C 0.461 -0.472 -2.424 -0.61
H 2.183 -1.326 -1.462 0.21
H 2.286 0.328 -1.601 0.20
H 1.095 -0.230 -0.293 0.21
H -0.042 0.435 -2.122 0.20
H -0.311 -1.385 -2.406 0.20
H 0.998 -0.505 -3.366 0.21
C -1.653 0.881 1.726 -0.61
C -0.391 0.133 2.008 -0.63
H -1.565 1.903 1.911 0.20
H -1.845 0.686 0.754 0.21
H -2.394 0.692 2.606 0.20
H -0.311 -0.748 1.317 0.19
H -0.619 -0.478 2.829 0.22
H 0.550 0.567 1.823 0.21
```



# 6
Formula: C3H10N4
Source: OMol25
Level of theory: ωB97M-V/def2-TZVPD

Properties
Relative energy (zero: lowest compared OMol25 entry of this formula, charge and spin): 554.1 kJ/mol
Maximum force: 5.0 eV/A
LUMO energy: 1.15 eV
SMILES string: CC(C)N1NNN1
E_HOMO: -7.68 eV
Total charge: 0

The geometry in XYZ format:
```
17
Properties=species:S:1:pos:R:3:nbo_charge:R:1
C 0.951 -1.237 0.162 -0.65
C 0.304 0.112 -0.075 -0.08
C 1.331 1.241 0.299 -0.60
N -1.047 0.102 0.585 -0.13
N -1.963 -0.981 0.092 -0.35
N -3.004 0.002 -0.039 -0.31
N -1.982 1.066 0.013 -0.36
H 1.510 -1.241 1.150 0.22
H 0.305 -2.118 -0.014 0.23
H 1.806 -1.524 -0.503 0.23
H 0.034 0.361 -1.099 0.17
H 1.446 1.295 1.325 0.21
H 0.966 2.288 0.122 0.21
H 2.237 1.096 -0.125 0.21
H -2.063 -1.511 0.958 0.35
H -3.352 0.056 -0.937 0.33
H -1.923 1.485 -0.961 0.32
```



# 7
Formula: C3H3I2N
Source: OMol25
Level of theory: ωB97M-V/def2-TZVPD

Properties
Relative energy (zero: lowest compared OMol25 entry of this formula, charge and spin): 0.0 kJ/mol
Maximum force: 3.1 eV/A
LUMO energy: -0.59 eV
SMILES string: N#C[C@@H](I)CI
E_HOMO: -9.98 eV
Total charge: 0

The geometry in XYZ format:
```
9
Properties=species:S:1:pos:R:3:nbo_charge:R:1
N 0.056 2.558 0.285 -0.27
C 0.240 1.477 -0.050 0.24
C 0.449 0.090 -0.420 -0.46
I 2.477 -0.592 -0.163 0.16
C -0.397 -0.798 0.362 -0.47
I -2.505 -0.459 -0.185 0.07
H 0.242 0.097 -1.530 0.28
H -0.164 -1.809 0.349 0.24
H -0.397 -0.564 1.350 0.22
```



# 8
Formula: C29H21Cl2N8O6STb
Source: OMol25
Level of theory: ωB97M-V/def2-TZVPD

Properties
Relative energy (zero: lowest compared OMol25 entry of this formula, charge and spin): 414.7 kJ/mol
Spin multiplicity: 7
Maximum force: 3.6 eV/A
LUMO energy (alpha / beta): -0.64 / -0.64 eV
E_HOMO (alpha / beta): -7.51 / -7.50 eV
Total charge: 0

The geometry in XYZ format:
```
68
Properties=species:S:1:pos:R:3:mulliken_charge:R:1
Tb -0.609 -0.463 -0.133 0.60
Cl 1.970 -6.898 -0.038 -0.20
C 0.760 -5.767 -0.451 0.28
C 0.586 -4.774 0.499 -0.65
C -0.191 -3.609 0.204 -0.56
N -0.410 -2.531 1.093 -0.03
C 0.015 -2.610 2.360 0.34
O 0.412 -3.547 2.989 -0.76
C -0.124 -1.305 3.155 0.12
C 0.131 -1.168 4.528 -0.24
C -0.265 -0.063 5.266 -0.62
C -0.940 0.861 4.556 -0.77
C -1.125 0.718 3.189 -0.38
N -0.820 -0.337 2.469 0.03
C -0.644 -3.448 -1.113 0.35
C -0.433 -4.445 -2.054 -0.64
C 0.256 -5.628 -1.724 0.08
Cl 0.733 -6.694 -3.015 -0.20
N -1.271 -2.245 -1.453 0.08
C -1.699 -1.937 -2.702 0.29
O -1.617 -2.647 -3.715 -0.81
C -2.453 -0.636 -2.821 0.85
C -2.666 -0.176 -4.084 -0.71
C -3.252 1.037 -4.174 -0.34
C -3.597 1.700 -2.950 -0.74
C -3.279 1.143 -1.727 -0.46
N -2.734 -0.070 -1.670 -0.28
H 0.985 -4.864 1.538 0.55
H 0.537 -1.966 5.132 0.48
H -0.226 -0.018 6.370 0.40
H -1.405 1.768 4.972 0.38
H -1.640 1.418 2.553 0.68
H -0.899 -4.310 -3.051 0.64
H -2.377 -0.738 -4.972 0.46
H -3.621 1.452 -5.172 0.36
H -4.301 2.502 -3.015 0.48
H -3.377 1.680 -0.790 0.64
O -0.175 0.929 -2.115 -0.17
C -0.136 2.151 -2.280 -0.60
C -0.310 3.131 -1.178 0.75
C 0.042 4.466 -1.430 -0.58
C 0.094 5.439 -0.466 -0.51
C -0.386 5.162 0.829 -0.45
C -0.792 3.880 1.097 -0.69
C -0.808 2.816 0.171 0.86
O -1.319 1.718 0.447 -0.32
N 0.675 6.704 -0.732 0.96
O 1.275 6.920 -1.779 -0.61
O 0.555 7.531 0.176 -0.62
H 0.079 2.523 -3.229 0.49
H 0.298 4.742 -2.493 0.38
H -0.610 5.837 1.672 0.41
H -1.200 3.585 2.019 0.54
C 2.941 1.776 1.970 -0.89
C 3.280 0.252 2.052 -0.51
C 2.822 -0.505 0.854 0.37
N 1.893 -0.235 0.026 -0.07
N 1.688 -1.262 -0.936 -0.36
C 2.512 -2.286 -0.737 0.51
N 2.679 -3.267 -1.658 -0.29
S 3.593 -2.082 0.602 -0.21
H 3.591 2.160 1.195 0.34
H 3.022 2.349 2.920 0.36
H 1.827 1.908 1.764 -0.05
H 2.911 -0.266 2.990 0.24
H 4.378 0.155 2.083 0.53
H 1.948 -3.574 -2.318 0.23
H 3.220 -4.044 -1.560 0.26
```



Q: total charge of number 4 (C21H37AsCrN2O10SSi4)?
A: -1



Q: Look up the relative energy (zero: lowest compared OMol25 entry of this formula, charge and spin) of the first one.
A: 442.9 kJ/mol